Below is a single C11H16IN molecule in a non-equilibrium geometry, with properties calculated with ωB97M-V/def2-TZVPD.

The geometry in XYZ format:
```
29
Properties=species:S:1:pos:R:3
C 2.46 1.37 0.54
C 0.57 0.64 -0.69
C 2.72 -0.05 0.87
C 1.04 -0.80 -0.38
C 1.44 1.62 -0.33
C -0.19 -0.24 0.22
C 1.34 2.94 -1.01
C -0.18 0.14 1.72
C -1.96 -2.15 0.27
C -1.75 -0.95 -1.94
C -1.62 -0.81 -0.45
N 2.22 -1.05 0.29
I -3.03 0.70 0.22
H 3.29 2.03 0.73
H 0.09 0.82 -1.55
H 3.53 -0.24 1.45
H 0.83 -1.55 -1.18
H 0.32 3.12 -0.86
H 1.56 2.96 -2.05
H 1.92 3.66 -0.53
H 0.64 0.79 1.88
H -0.05 -0.81 2.24
H -1.07 0.65 1.94
H -1.46 -2.79 -0.35
H -3.05 -2.45 0.29
H -1.42 -2.26 1.23
H -0.96 -1.46 -2.48
H -2.61 -1.50 -1.91
H -1.93 -0.11 -2.44
```

The calculation puts the HOMO energy (alpha / beta) at -0.1894 / -0.3236 Eh. The calculation puts the energy above the lowest of the compared OMol25 structures with the same formula, charge and spin at 19.08 kcal/mol. The LUMO energy (alpha / beta) is 0.494 / -2.581 eV. Its spin multiplicity is 3. The molar mass is 289.16 u.

Below is 2 unconnected molecules or ions with the total composition C2H8S2 in a non-equilibrium geometry, with properties calculated with ωB97M-V/def2-TZVPD.

The geometry in XYZ format:
```
12
Properties=species:S:1:pos:R:3
C -0.65 -0.36 2.57
S 1.01 -1.12 2.90
H -0.69 0.14 1.66
H -1.45 -1.09 2.53
H -1.02 0.42 3.35
H 1.83 -0.22 2.14
C 0.08 0.65 -2.93
S 0.57 0.48 -1.17
H 1.01 0.62 -3.58
H -0.63 -0.21 -3.14
H -0.47 1.55 -3.06
H 0.42 -0.87 -1.28
```

The calculation puts the HOMO energy (alpha / beta) at -0.5260 / -0.4630 Eh. The charge is +1. The calculation puts the energy above the lowest of the compared OMol25 structures with the same formula, charge and spin at 29.84 kcal/mol. The LUMO energy (alpha / beta) is -3.545 / -9.292 eV. Its spin multiplicity is 2. The molar mass is 96.22 u.

Below is 9 unconnected molecules or ions with the total composition C15H51O18P3 in a non-equilibrium geometry, with properties calculated with ωB97M-V/def2-TZVPD.

The geometry in XYZ format:
```
87
Properties=species:S:1:pos:R:3
C 0.04 3.86 -4.32
O 0.65 4.15 -5.59
P -0.20 5.03 -6.75
O 0.61 5.55 -7.90
O -1.48 4.08 -7.19
C -2.14 4.37 -8.47
O -0.88 6.28 -5.91
C -1.04 7.70 -6.43
H 0.48 4.38 -3.47
H -0.01 2.79 -4.16
H -0.93 4.34 -4.17
H -2.03 5.38 -8.85
H -3.23 4.40 -8.37
H -1.86 3.73 -9.30
H -0.66 8.36 -5.66
H -2.07 7.95 -6.68
H -0.33 7.76 -7.24
C -2.57 -1.24 6.49
O -1.33 -1.31 7.17
P -0.08 -2.18 6.63
O -0.41 -3.59 6.27
O 0.49 -1.32 5.42
C 0.72 -0.02 5.42
O 1.15 -2.03 7.68
C 1.07 -1.04 8.70
H -2.44 -1.44 5.43
H -2.92 -0.21 6.59
H -3.27 -1.93 6.95
H 0.97 0.34 6.42
H -0.22 0.53 5.35
H 1.49 0.35 4.74
H 1.85 -0.28 8.65
H 1.26 -1.41 9.71
H 0.08 -0.61 8.80
C -2.68 -1.22 -0.66
O -1.44 -0.80 -0.27
P 0.00 -1.63 -0.29
O -0.02 -2.99 -0.83
O 1.06 -0.52 -0.90
C 1.29 -0.11 -2.26
O 0.51 -1.60 1.23
C 1.83 -1.78 1.60
H -3.19 -1.54 0.25
H -2.78 -2.09 -1.31
H -3.18 -0.39 -1.16
H 1.24 0.97 -2.35
H 0.64 -0.62 -2.97
H 2.31 -0.12 -2.66
H 2.03 -0.87 2.18
H 2.53 -1.81 0.77
H 1.88 -2.55 2.37
C 3.71 -3.04 4.88
O 3.17 -1.73 4.97
H 3.13 -3.75 5.48
H 3.84 -3.46 3.88
H 4.71 -2.99 5.31
H 2.22 -1.83 4.91
C -3.30 -3.75 2.59
O -2.78 -2.46 2.72
H -3.19 -4.29 3.53
H -4.34 -3.80 2.25
H -2.67 -4.31 1.89
H -1.84 -2.57 2.87
C -1.62 2.46 0.82
O -0.80 3.50 1.19
H -0.98 1.60 0.65
H -2.29 2.16 1.63
H -2.06 2.81 -0.12
H 0.00 3.60 0.66
C -2.83 1.00 -3.70
O -2.54 0.51 -5.01
H -3.73 0.50 -3.34
H -2.11 0.71 -2.92
H -2.90 2.08 -3.60
H -3.38 0.17 -5.31
C 4.02 0.57 -5.18
O 3.38 -0.62 -5.57
H 4.29 1.31 -5.93
H 3.52 1.07 -4.35
H 4.99 0.27 -4.80
H 3.26 -0.61 -6.52
C 2.86 -6.10 1.01
O 3.15 -7.11 2.00
H 2.67 -5.13 1.46
H 3.48 -6.10 0.11
H 1.92 -6.41 0.56
H 2.26 -7.31 2.31
```

The calculation puts the HOMO energy at -0.3734 Eh. The calculation puts the energy above the lowest of the compared OMol25 structures with the same formula, charge and spin at 112.71 kcal/mol. The LUMO energy is 0.345 eV. The molar mass is 612.48 u.

Below is 2 unconnected molecules or ions with the total composition C11H18 in a non-equilibrium geometry, with properties calculated with ωB97M-V/def2-TZVPD.

The geometry in XYZ format:
```
29
Properties=species:S:1:pos:R:3
C 2.83 -1.52 2.04
C 1.48 -0.92 2.40
C 0.40 -1.81 2.48
C -0.91 -1.50 2.69
C -1.21 -0.12 2.89
C -0.23 0.84 2.80
C 1.12 0.38 2.70
H 3.57 -1.40 2.83
H 3.09 -1.42 0.97
H 2.78 -2.64 2.10
H 0.61 -2.82 2.10
H -1.74 -2.14 2.86
H -2.26 -0.06 3.14
H -0.36 1.89 2.89
H 1.92 1.15 2.64
C -1.72 1.95 -3.14
C -1.01 0.62 -2.64
C -0.18 -0.12 -3.67
C -0.24 0.94 -1.35
H -1.77 2.73 -2.41
H -2.76 1.70 -3.36
H -1.33 2.25 -4.11
H -1.97 0.06 -2.42
H 0.66 0.49 -3.98
H 0.15 -1.06 -3.02
H -0.81 -0.51 -4.43
H 0.65 1.52 -1.61
H -0.74 1.49 -0.58
H -0.02 0.02 -0.79
```

The calculation puts the HOMO energy at -0.3363 Eh. The calculation puts the energy above the lowest of the compared OMol25 structures with the same formula, charge and spin at 41.31 kcal/mol. The LUMO energy is 0.934 eV. The molar mass is 150.27 u.

Below is a molecular structure, C2H5NO2Si in a non-equilibrium geometry, with properties calculated with ωB97M-V/def2-TZVPD.

The geometry in XYZ format:
```
11
Properties=species:S:1:pos:R:3
C 1.16 -0.09 -0.35
C 0.93 1.30 -0.73
N -0.35 -1.33 -0.35
O 2.13 -0.73 -0.31
O -1.54 -0.42 -0.44
Si -1.39 -1.28 1.06
H 0.67 1.83 0.21
H -0.07 1.39 -1.42
H 1.79 1.74 -1.24
H -2.40 -2.28 1.52
H -0.94 -0.12 2.04
```

The calculation puts the HOMO energy at -0.3105 Eh. The calculation puts the energy above the lowest of the compared OMol25 structures with the same formula, charge and spin at 121.25 kcal/mol. The LUMO energy is 0.312 eV. The molar mass is 103.15 u.

Below is a molecular structure, C21H22Cl2N9O3PdSi, with properties calculated with ωB97M-V/def2-TZVPD.

The geometry in XYZ format:
```
59
Properties=species:S:1:pos:R:3
Pd 0.94 -1.54 -0.52
N 0.76 -2.13 4.83
N 0.60 -1.46 3.62
N 1.02 -0.23 3.45
C 0.72 -0.05 2.17
N 0.16 -1.14 1.62
N 0.09 -2.04 2.58
H 0.15 -1.68 5.51
H 0.42 -3.07 4.66
H 0.91 0.84 1.59
C -0.46 -3.79 -2.83
Si -0.14 -3.65 -0.98
C -1.83 -3.56 -0.14
C 0.69 -5.23 -0.40
H -1.10 -4.65 -3.06
H 0.48 -3.90 -3.39
H -0.95 -2.89 -3.19
H -2.45 -4.42 -0.42
H -2.34 -2.64 -0.46
H -1.74 -3.54 0.94
H 0.06 -6.10 -0.63
H 0.87 -5.21 0.68
H 1.66 -5.37 -0.89
O 2.66 -2.38 0.63
N 3.55 -3.02 -0.02
C 3.53 -2.87 -1.34
C 4.50 -3.58 -2.11
N 5.27 -4.15 -2.75
C 2.61 -1.98 -1.99
N 2.15 -1.23 -2.76
Cl -0.98 3.17 2.47
C 0.39 3.54 1.47
C 1.64 3.20 1.95
C 2.78 3.49 1.21
C 2.65 4.15 0.00
C 1.39 4.47 -0.46
Cl 1.27 5.30 -2.00
C 0.21 4.17 0.23
N -1.04 4.54 -0.26
C -2.15 3.62 -0.29
C -3.30 3.98 0.41
C -4.40 3.15 0.42
C -4.36 1.95 -0.27
C -3.23 1.60 -0.99
C -2.11 2.44 -1.03
C -0.94 2.03 -1.90
C -0.20 0.85 -1.29
O 0.86 1.06 -0.66
O -0.72 -0.29 -1.44
H 1.72 2.70 2.90
H 3.76 3.21 1.57
H 3.51 4.39 -0.60
H -0.96 5.09 -1.10
H -3.28 4.91 0.97
H -5.29 3.44 0.98
H -5.21 1.28 -0.25
H -3.19 0.67 -1.53
H -0.25 2.85 -2.04
H -1.33 1.73 -2.87
```

The calculation puts the HOMO energy (alpha / beta) at -0.1174 / -0.2117 Eh. The charge is -1. The calculation puts the energy above the lowest of the compared OMol25 structures with the same formula, charge and spin at 0.00 kcal/mol. The LUMO energy (alpha / beta) is 2.454 / 2.451 eV. Its spin multiplicity is 3. The molar mass is 653.88 u.

Below is a molecular structure, C2HF2KO in a non-equilibrium geometry, with properties calculated with ωB97M-V/def2-TZVPD.

The geometry in XYZ format:
```
7
Properties=species:S:1:pos:R:3
F -0.10 1.46 1.02
C -0.70 -0.63 -0.38
C -0.71 0.71 0.11
O 0.10 0.42 -0.95
H -1.12 -1.39 -1.04
F -0.32 -1.00 1.01
K 2.84 0.43 0.24
```

The calculation puts the HOMO energy (alpha / beta) at -0.4709 / -0.5815 Eh. The charge is +1. The calculation puts the energy above the lowest of the compared OMol25 structures with the same formula, charge and spin at 0.00 kcal/mol. The LUMO energy (alpha / beta) is -4.187 / -4.313 eV. Its spin multiplicity is 2. The molar mass is 118.12 u.